# C4H5NO2

The molecule C4H5NO2 (ωB97M-V/def2-TZVPD, OMol25).

Structure (XYZ):
```
12
C4H5NO2, DFT ωB97M-V/def2-TZVPD
O 1.7978 1.1105 -0.8141
C 0.8869 0.4232 -1.2042
C 0.1577 -0.5954 -0.3269
C 0.1695 -0.1492 1.1454
N -0.8844 0.8001 1.3001
C -1.8714 1.4225 1.1613
O -1.1243 -0.8540 -0.8279
H 0.5156 0.4657 -2.2483
H 0.7082 -1.5409 -0.4052
H -0.0132 -0.9885 1.8214
H 1.1309 0.3142 1.3848
H -1.6924 -0.0962 -0.6152
```

LUMO level   0.01610 Eh
Spin multiplicity   1

For reference, the Löwdin charges in units of e are: O 0.07; C -0.19; C -0.35; C -0.14; N -0.06; C 0.06; O -0.02; H 0.14; H 0.16; H 0.13; H 0.13; H 0.07


# C17H58N14O17

A cluster of 12 separate species, C17H58N14O17 in total (ωB97M-V/def2-TZVPD, OMol25).

Structure (XYZ):
```
106
C17H58N14O17, DFT ωB97M-V/def2-TZVPD
C -4.1634 -1.4443 -2.3095
O -4.1670 -2.5623 -1.7699
N -3.5766 -0.4068 -1.6105
N -4.6513 -1.3145 -3.6152
H -3.4924 -0.6245 -0.6127
H -3.8283 0.5344 -1.7375
H -4.6867 -2.1731 -4.1569
H -4.4559 -0.5170 -4.1853
C 1.3391 -5.4113 2.4821
O 1.0359 -6.5589 2.3277
N 2.6398 -4.9770 2.2795
N 0.5001 -4.3869 2.8310
H 3.3727 -5.6501 2.5446
H 2.8893 -3.9763 2.3419
H -0.5097 -4.6415 2.6098
H 0.8167 -3.5288 2.3704
C -3.8918 -3.5247 2.2144
O -2.7924 -4.0600 2.2230
N -4.5032 -3.0038 1.1666
N -4.6053 -3.5416 3.2873
H -5.0116 -2.1274 1.2208
H -4.0138 -3.0904 0.2875
H -4.2308 -4.1204 4.0131
H -5.5865 -3.2119 3.3215
C 3.3367 2.3088 -0.4841
O 2.3679 3.0721 -0.2839
N 4.4728 2.5377 0.2724
N 3.3045 1.2499 -1.4521
H 5.2668 1.9390 0.3083
H 4.4516 3.1818 1.0354
H 2.3936 1.0399 -1.8184
H 3.7973 0.3757 -1.2155
C -0.4578 -4.0555 -1.3942
O -0.0987 -3.0239 -1.8482
N 0.4142 -5.0075 -0.8722
N -1.7710 -4.4578 -1.5260
H 1.2620 -4.5423 -0.5270
H 0.2436 -5.7775 -0.2537
H -2.5737 -3.8910 -1.7171
H -1.9454 -5.4298 -1.3496
C 0.6032 4.2186 2.4985
O 0.0227 4.5436 3.4951
N 0.4729 4.9007 1.2586
N 1.5929 3.2300 2.4468
H 0.9821 4.4025 0.5259
H -0.3386 5.3446 0.9004
H 1.9202 2.8541 3.3816
H 2.1245 3.0224 1.5931
C 1.9699 -1.1379 2.5147
O 1.3318 -1.8231 1.7201
N 2.3506 0.0903 2.0735
N 2.3363 -1.5397 3.7896
H 1.9743 0.3664 1.1744
H 2.4334 0.7563 2.8191
H 2.0283 -2.4244 4.1212
H 2.8066 -0.9496 4.5037
C -3.1977 4.3457 -2.7983
C -3.2846 2.8038 -2.7847
O -3.1504 2.3631 -1.4425
O -1.8153 4.7625 -2.6014
H -3.7629 4.7011 -1.9230
H -3.5964 4.7549 -3.7363
H -2.4834 2.4314 -3.4320
H -4.3298 2.5043 -3.1001
H -2.1822 2.2320 -1.3223
H -1.7949 5.6738 -2.8959
C 4.8568 -2.1925 -1.4895
C 3.4132 -2.4608 -1.0537
O 2.4206 -1.7532 -1.7112
O 5.4837 -1.3273 -0.4400
H 4.8046 -1.6697 -2.4575
H 5.4156 -3.1394 -1.4894
H 3.3020 -2.2150 0.0244
H 3.2160 -3.5534 -1.1951
H 1.7704 -2.3871 -2.0395
H 6.3904 -1.3334 -0.7362
C -0.2206 2.3744 5.9949
C -0.1561 0.9382 5.4879
O -0.3580 0.8813 4.0256
O 0.9937 3.0279 5.6020
H -0.2672 2.4936 7.0806
H -1.0984 2.9350 5.5952
H -0.8997 0.2520 5.8449
H 0.8712 0.5512 5.8192
H -0.0880 1.6639 3.5595
H 0.7555 3.6884 4.9606
C -0.1192 2.9715 -5.3165
C 0.9399 3.3449 -6.3740
O 0.4271 3.7506 -7.6648
O -1.1390 3.9950 -5.1116
H 0.3680 2.8632 -4.3149
H -0.5753 1.9641 -5.5586
H 1.5573 2.5043 -6.5640
H 1.6468 4.0521 -5.9173
H -0.4362 4.0998 -7.4637
H -1.2182 4.3146 -4.1788
C -0.3108 0.4547 -0.6640
C -1.0784 -0.1201 0.5514
O -1.4577 -1.5014 0.6199
O -0.2386 1.9552 -0.5431
H -0.8291 0.1668 -1.5783
H 0.6744 -0.0829 -0.6930
H -2.0203 0.4292 0.4061
H -0.6618 0.0885 1.5013
H -0.7135 -1.9237 1.0997
H 0.6740 2.2714 -0.7958
```

LUMO level   0.00549 Eh
Spin multiplicity   1
SMILES   NC(N)=O.NC(N)=O.NC(N)=O.NC(N)=O.NC(N)=O.NC(N)=O.NC(N)=O.OCCO.OCCO.OCCO.OCCO.OCCO

Löwdin atomic charge list, values in e, 99 entries: C -0.57; O -0.03; N 0.19; N 0.15; H 0.10; H 0.04; H 0.11; H 0.08; C -0.73; O 0.04; N 0.13; N 0.15; H 0.11; H 0.08; H 0.11; H 0.03; C -0.77; O 0.02; N 0.17; N 0.15; H 0.11; H 0.06; H 0.11; H 0.13; C -0.54; O -0.05; N 0.18; N 0.19; H 0.09; H 0.10; H 0.07; H 0.08; C -0.66; O 0.06; N 0.17; N 0.18; H 0.08; H 0.08; H 0.05; H 0.09; C -0.61; O 0.05; N 0.16; N 0.14; H 0.05; H 0.09; H 0.11; H 0.04; C -0.62; O -0.01; N 0.19; N 0.18; H 0.09; H 0.07; H 0.08; H 0.12; C -0.19; C -0.23; O -0.10; O -0.09; H 0.12; H 0.12; H 0.12; H 0.14; H 0.07; H 0.09; C -0.17; C -0.28; O -0.08; O -0.11; H 0.12; H 0.12; H 0.11; H 0.13; H 0.05; H 0.06; C -0.23; C -0.19; O -0.09; O -0.10; H 0.11; H 0.13; H 0.10; H 0.12; H 0.03; H 0.01; C -0.22; C -0.23; O -0.06; O -0.12; H 0.12; H 0.13; H 0.10; H 0.11; H 0.06; H 0.03; C -0.17; C -0.23; O -0.07


# C2H6FNS

The molecule C2H6FNS (ωB97M-V/def2-TZVPD, OMol25).

Structure (XYZ):
```
11
C2H6FNS, DFT ωB97M-V/def2-TZVPD
C -0.7501 0.8216 1.2232
C -0.1129 -0.0281 0.1515
H -0.2051 1.7631 1.3068
H -1.7724 1.0657 0.9253
H -0.7696 0.3318 2.2028
H 0.7572 -1.8462 -0.1049
H 0.2252 -1.5358 1.5180
H 0.9917 -0.1714 -3.5503
N 0.3212 -1.2288 0.5624
F 1.2759 0.3455 -2.8224
S 0.0388 0.4825 -1.4124
```

LUMO level   0.03004 Eh
Spin multiplicity   1

For reference, the Löwdin charges in units of e are: C -0.12; C -0.87; H 0.08; H 0.08; H 0.06; H 0.09; H 0.10; H 0.08; N 0.06; F -0.33; S 0.78


# C3HClFO2

A cluster of 2 separate species, C3HClFO2 in total (ωB97M-V/def2-TZVPD, OMol25).

Structure (XYZ):
```
8
C3HClFO2, DFT ωB97M-V/def2-TZVPD
C -0.7508 -0.9879 -0.2276
C 0.4627 -0.4577 -0.0216
C 0.4963 1.7203 0.1426
O -0.4043 1.9415 0.9082
O 1.2271 2.1790 -0.6389
F -1.1841 -2.3141 0.0406
Cl 1.6845 -1.5913 0.5973
H -1.5313 -0.4897 -0.8005
```

Total charge   -1
LUMO level   0.14195 Eh
Spin multiplicity   1

For reference, the Löwdin charges in units of e are: C -0.30; C -0.57; C -0.61; O 0.03; O 0.07; F -0.14; Cl 0.44; H 0.08


| no. | total energy (Ha) | frontier orbital gap (eV) |
| --- | --- | --- |
| 1 | -360.59271 | 10.761 |
| 2 | -2728.36997 | 9.374 |
| 3 | -632.51434 | 7.798 |
| 4 | -825.46541 | 8.192 |